Formula: C23H29Cl2F3N3O3S2SiTi
Source: the OMol25 dataset
Level of theory: ωB97M-V/def2-TZVPD

The geometry in XYZ format:
```
67
Properties=species:S:1:pos:R:3:forces:R:3
Ti -0.365 0.550 0.513 -0.90 0.43 -0.62
F -5.429 0.939 2.912 0.07 -0.03 -0.11
C -5.416 1.239 1.599 -0.26 -0.08 0.07
F -6.526 1.981 1.368 0.10 -0.04 0.04
F -5.581 0.094 0.924 0.01 0.10 0.03
C -4.178 1.988 1.203 -0.01 0.21 -0.05
C -4.260 3.342 0.946 0.14 -0.26 -0.01
C -3.116 4.042 0.567 -0.04 0.14 0.05
C -1.926 3.354 0.491 0.09 0.05 -0.01
N -1.834 2.052 0.748 -1.19 0.56 0.35
C -2.929 1.336 1.082 -0.21 0.12 -0.03
S -2.600 -0.332 1.219 -0.07 -0.19 0.16
H -5.214 3.843 1.025 0.01 0.02 -0.02
H -3.161 5.097 0.343 0.05 0.01 0.01
H -1.005 3.849 0.203 0.00 -0.03 -0.03
C 0.299 -6.107 0.212 0.10 0.22 -0.13
Si 1.290 -4.688 -0.545 0.20 -0.36 -0.10
C 0.729 -4.364 -2.309 -0.01 0.04 0.28
C 3.105 -5.225 -0.618 -0.25 0.08 0.07
C 1.204 -3.243 0.682 -0.01 -0.01 -0.08
C 1.829 -3.409 1.909 -0.06 0.01 -0.16
C 1.812 -2.405 2.874 0.00 0.00 0.04
C 1.152 -1.235 2.587 0.05 0.00 0.13
N 0.547 -1.023 1.410 1.02 -1.78 0.75
C 0.566 -2.005 0.471 0.11 -0.09 0.17
S -0.227 -1.503 -0.969 -0.21 -0.06 -0.16
H 0.376 -7.004 -0.405 0.01 0.00 -0.03
H -0.758 -5.851 0.303 -0.01 0.02 0.00
H 0.669 -6.358 1.208 0.01 0.02 0.02
H 0.957 -5.244 -2.916 0.02 -0.04 0.04
H 1.239 -3.504 -2.743 0.03 0.01 0.01
H -0.341 -4.171 -2.365 -0.02 0.00 -0.01
H 3.203 -6.091 -1.277 -0.01 -0.01 -0.01
H 3.489 -5.515 0.362 0.01 0.00 0.01
H 3.746 -4.433 -1.008 -0.02 0.04 -0.01
H 2.345 -4.340 2.118 0.01 0.01 0.06
H 2.300 -2.533 3.830 -0.03 0.00 0.02
H 1.085 -0.440 3.316 -0.03 0.05 -0.05
O 2.258 3.506 -0.322 0.02 -0.04 0.07
C 1.853 3.157 0.771 0.16 0.19 -0.09
C 2.318 3.753 2.101 0.02 -0.08 -0.01
C 1.433 3.078 3.144 0.00 0.00 0.01
C 0.637 2.099 2.307 0.29 0.51 0.33
O -0.211 1.294 2.700 0.08 -0.20 -0.05
N 0.929 2.175 0.998 0.11 0.26 0.13
H 2.241 4.838 2.080 -0.03 -0.01 -0.06
H 3.373 3.502 2.225 0.01 0.04 -0.02
H 0.756 3.765 3.653 -0.04 -0.03 0.00
H 1.992 2.541 3.910 -0.05 -0.02 0.02
Cl 2.565 0.122 -0.509 0.89 -0.03 -0.25
C 3.796 0.991 -1.470 -0.18 -0.11 0.07
Cl 3.655 0.625 -3.195 0.00 0.00 -0.05
H 4.774 0.659 -1.143 -0.04 -0.01 0.07
H 3.637 2.050 -1.322 -0.02 0.06 0.01
C -1.700 1.123 -3.573 0.08 0.13 0.11
C -0.578 2.163 -3.581 -0.09 -0.19 0.15
C 0.232 1.691 -2.389 0.12 0.15 -0.35
O -0.764 1.342 -1.401 0.09 0.21 -0.81
C -1.996 0.993 -2.082 -0.32 -0.02 -0.25
H -1.333 0.175 -3.969 -0.01 0.00 -0.02
H -2.582 1.423 -4.136 -0.02 -0.02 0.01
H -0.981 3.162 -3.395 0.04 0.02 -0.06
H 0.003 2.167 -4.500 0.02 0.03 0.01
H 0.892 2.441 -1.957 0.02 -0.06 0.09
H 0.790 0.791 -2.655 0.08 0.00 0.10
H -2.763 1.706 -1.768 0.05 -0.01 0.07
H -2.300 -0.012 -1.791 0.04 0.05 0.12
```
Positions in Å, forces in eV/Å.

Output
Orbital gap (alpha / beta) in eV: 7.6 / 7.8
Spin multiplicity: 2
HOMO energy (alpha / beta) in hartree: -0.27427 / -0.27790
Lowest unoccupied orbital energy (alpha / beta) in eV: 0.17 / 0.21

For reference, the Mulliken charges in units of e are: -0.70 -0.25 0.63 -0.31 -0.21 -0.08 -0.14 -1.27 -0.24 0.69 0.61 -0.65 0.50 0.44 0.54 -1.12 0.21 -0.98 -1.10 0.44 -0.15 -1.40 -0.24 0.29 0.55 -0.61 0.32 0.34 0.34 0.36 0.29 0.32 0.33 0.34 0.31 0.32 0.40 0.51 -0.73 -0.01 -0.60 -0.71 0.48 -0.63 0.69 0.33 0.27 0.28 0.26 0.14 -0.41 -0.18 0.45 0.14 -0.69 -0.64 -0.24 0.69 -0.65 0.27 0.37 0.27 0.41 0.13 0.03 0.21 0.41



Formula: C4H4O3
Source: the OMol25 dataset
Level of theory: ωB97M-V/def2-TZVPD

The geometry in XYZ format:
```
11
Properties=species:S:1:pos:R:3:forces:R:3
C 0.355 -0.896 -0.937 0.25 -1.41 2.83
C -0.055 0.523 -0.789 0.99 -0.01 -1.72
O -0.445 1.111 -1.754 -0.25 1.26 0.34
C 0.324 0.982 0.639 0.15 0.74 -0.40
O 0.859 1.955 1.074 0.09 -0.27 -0.22
C -0.489 -0.003 1.417 -2.18 1.79 0.58
O -1.559 -0.033 0.823 0.04 -0.96 1.21
H 1.288 -0.903 -1.555 -0.51 -0.34 1.03
H -0.421 -1.484 -1.445 0.22 0.09 0.34
H 0.386 -1.239 0.323 0.95 -0.26 -4.20
H -0.381 -0.219 2.477 0.25 -0.64 0.20
```
Positions in Å, forces in eV/Å.

Output
Orbital gap in eV: 8.6
SMILES: CC(=O)C(=O)C=O
HOMO energy in hartree: -0.35258
Lowest unoccupied orbital energy in eV: -1.00

For reference, the Mulliken charges in units of e are: -0.65 0.58 -0.54 0.44 -0.47 -0.16 -0.38 0.29 0.28 0.23 0.38



Formula: CH2N2O3S
Source: the OMol25 dataset
Level of theory: ωB97M-V/def2-TZVPD

The geometry in XYZ format:
```
9
Properties=species:S:1:pos:R:3:forces:R:3
O 2.073 1.088 -1.163 -0.71 0.32 0.49
S 2.014 0.076 -0.163 0.89 -2.49 -2.92
O 1.535 -1.239 -0.528 -0.47 1.47 0.58
O 2.892 0.137 0.932 0.02 0.73 1.72
N -2.131 -0.873 0.849 -2.24 -1.60 0.84
C -1.712 0.028 0.196 1.81 -0.40 0.61
N -0.851 0.824 -0.137 0.83 -0.73 -0.13
H -2.685 -1.677 0.579 0.35 0.31 -0.10
H -1.134 1.636 -0.567 -0.48 2.39 -1.08
```
Positions in Å, forces in eV/Å.

Output
Orbital gap in eV: 9.2
SMILES: O=S(=O)=O.N=C=N
HOMO energy in hartree: -0.39059
Lowest unoccupied orbital energy in eV: -1.48

For reference, the Mulliken charges in units of e are: -0.39 1.12 -0.39 -0.39 -0.39 0.39 -0.42 0.28 0.18



Formula: CH2BrN2
Source: the OMol25 dataset
Level of theory: ωB97M-V/def2-TZVPD

The geometry in XYZ format:
```
6
Properties=species:S:1:pos:R:3:forces:R:3
C -0.626 -0.203 0.386 -0.88 -3.31 -0.18
N -0.031 -0.396 -0.766 -1.20 0.93 1.70
N -0.244 0.959 -0.002 2.66 2.95 0.46
Br 1.126 -1.130 -1.900 0.23 -0.12 0.14
H -1.245 -0.724 1.158 0.84 0.39 -0.57
H 1.021 1.494 1.123 -1.66 -0.84 -1.55
```
Positions in Å, forces in eV/Å.

Output
Orbital gap (alpha / beta) in eV: 9.0 / 7.8
HOMO energy (alpha / beta) in hartree: -0.56973 / -0.56001
Charge: +1
Lowest unoccupied orbital energy (alpha / beta) in eV: -6.51 / -7.44

For reference, the Mulliken charges in units of e are: 0.44 -0.06 -0.36 0.35 0.34 0.30